The following is a DFT calculation (the ωB97M-V functional and the def2-TZVPD basis) of a molecular structure, C38H77IN3O38S9 at a distorted geometry.

XYZ file:
```
166
Properties=species:S:1:pos:R:3
C -2.1999 1.4420 -2.3342
C -0.9967 2.2887 -2.6081
N 0.2243 2.0880 -1.6857
C 1.2463 1.0773 -2.1543
C 0.7664 -0.4899 -2.0702
C 1.1855 -1.2697 -0.6909
I 3.3669 -1.4577 -0.4302
C 0.3483 2.8588 -0.5225
N -0.7490 3.8791 -0.1682
C -1.6617 3.3331 0.9285
C -3.2317 3.3811 0.4632
C -4.2792 3.9517 1.5892
C -5.8168 3.5263 1.2135
C -6.2643 3.8001 -0.3364
C -7.5357 4.8670 -0.4922
C -8.4590 4.4934 -1.8134
C -7.8290 5.0156 -3.2410
C -6.4749 4.2215 -3.7212
O -6.3016 4.1258 -5.1802
C -4.8817 3.6657 -5.3361
N 1.5406 2.6943 0.3896
C 2.6517 3.6767 0.1060
O 2.2202 5.0169 -0.3155
C 3.3403 6.0034 -0.2009
C 4.3625 5.9300 -1.5179
C 5.5562 7.0614 -1.4778
H -2.9210 0.9983 -3.1615
H -2.3981 1.1483 -1.2159
H -0.9788 3.0447 -3.5335
H 1.4390 1.2986 -3.3104
H 2.2917 1.1549 -1.6303
H 1.3265 -1.0520 -2.9611
H -0.3764 -0.6692 -2.2477
H 0.6392 -0.8188 0.2529
H 0.7797 -2.3874 -0.7830
H -0.3287 4.7720 0.1753
H -1.3335 2.2037 1.0844
H -1.4602 3.9737 1.8907
H -3.3078 4.1330 -0.4614
H -3.6659 2.3619 0.0763
H -4.1687 5.1006 1.8257
H -4.0180 3.3939 2.6110
H -6.5734 4.1049 1.9081
H -5.9843 2.3694 1.4208
H -5.4255 4.2095 -1.0410
H -6.6126 2.7569 -0.7955
H -7.0755 5.9620 -0.5714
H -8.1877 4.7350 0.4764
H -9.4843 5.0778 -1.6627
H -8.7496 3.3406 -1.8297
H -8.6453 4.8518 -4.0854
H -7.5832 6.1679 -3.2431
H -5.5346 4.8168 -3.3068
H -6.5008 3.1486 -3.2287
H -4.7305 2.7645 -4.5968
H -4.1643 4.5378 -5.0152
H -4.6994 3.2933 -6.4329
H 1.2858 2.6360 1.3994
H 3.4640 3.2832 -0.6529
H 3.2316 3.8265 1.1376
H 2.9358 7.1217 -0.0897
H 4.0238 5.8217 0.7335
H 3.7340 5.9596 -2.5097
H 4.8960 4.8789 -1.4847
H 6.3256 6.9138 -0.5853
H 5.1632 8.1779 -1.5514
H 6.1940 6.8980 -2.4733
C -5.4220 6.3543 -8.9436
C -4.4950 6.2877 -7.7328
O -3.2581 5.7890 -8.2367
S -3.0651 6.3045 -9.7721
O -2.2226 7.4796 -9.7511
O -2.7963 5.1581 -10.6087
O -4.6018 6.7852 -10.0283
H -5.8203 5.3648 -9.1899
H -6.2503 7.0515 -8.7915
H -4.8825 5.6349 -6.9470
H -4.3137 7.2857 -7.3199
C -1.1733 -5.1390 -0.0848
C -2.6045 -5.6693 -0.0747
O -3.3724 -4.6584 0.5744
S -2.7165 -3.2017 0.2456
O -3.4509 -2.6136 -0.8524
O -2.4823 -2.5138 1.4940
O -1.2876 -3.7379 -0.3276
H -0.6947 -5.2779 0.8900
H -0.5634 -5.6117 -0.8593
H -2.6926 -6.6205 0.4555
H -2.9896 -5.7838 -1.0936
C 3.6998 0.3579 3.1078
C 5.0144 -0.3429 2.7752
O 6.0137 0.3790 3.4913
S 5.3649 0.9525 4.8736
O 5.7032 0.0402 5.9433
O 5.6166 2.3732 4.9415
O 3.7989 0.7207 4.4839
H 3.5827 1.2749 2.5213
H 2.8342 -0.2899 2.9456
H 5.2291 -0.3389 1.7039
H 5.0148 -1.3747 3.1424
C -5.9817 0.0768 5.4242
C -4.7035 0.7739 4.9660
O -5.1395 1.8298 4.1129
S -6.5878 2.3689 4.6348
O -6.3653 3.5419 5.4506
O -7.5111 2.3460 3.5243
O -6.9342 1.1200 5.6239
H -6.3664 -0.5915 4.6472
H -5.8352 -0.4878 6.3489
H -4.0299 0.0997 4.4317
H -4.1732 1.2215 5.8133
C -5.3174 -4.1023 -5.2534
C -6.1739 -4.4824 -4.0485
O -5.7550 -5.7981 -3.6931
S -4.1698 -5.9615 -4.0410
O -3.4159 -5.7327 -2.8284
O -4.0012 -7.1375 -4.8626
O -4.0240 -4.6419 -4.9871
H -5.6979 -4.5658 -6.1694
H -5.2577 -3.0195 -5.3923
H -7.2426 -4.4661 -4.2754
H -5.9725 -3.8226 -3.1980
C -6.9924 -9.3178 -0.0310
C -7.8937 -9.8151 -1.1580
O -7.6924 -8.8966 -2.2297
S -6.1564 -8.3502 -2.1778
O -5.3698 -9.1260 -3.1109
O -6.1848 -6.9060 -2.1825
O -5.8025 -8.8576 -0.6695
H -7.4472 -8.4709 0.4928
H -6.7582 -10.1066 0.6888
H -8.9465 -9.8439 -0.8674
H -7.5839 -10.8078 -1.5014
C 9.3826 -1.0502 5.9165
C 8.5261 -1.4303 7.1214
O 8.9450 -2.7460 7.4768
S 10.5302 -2.9094 7.1290
O 11.2841 -2.6806 8.3415
O 10.6988 -4.0854 6.3074
O 10.6760 -1.5898 6.1828
H 9.0021 -1.5137 5.0006
H 9.4423 0.0326 5.7777
H 7.4574 -1.4140 6.8946
H 8.7275 -0.7705 7.9719
C 7.3074 -3.6351 1.6890
C 7.3471 -5.0551 1.1308
O 6.2493 -5.7277 1.7433
S 5.0477 -4.6552 2.0008
O 4.1025 -4.7665 0.9120
O 4.6600 -4.7282 3.3903
O 5.9238 -3.2986 1.7769
H 7.7321 -3.5959 2.6973
H 7.8327 -2.9239 1.0460
H 8.2865 -5.5653 1.3567
H 7.1831 -5.0577 0.0480
C 15.1074 -3.0719 4.8632
C 15.1471 -4.4919 4.3050
O 14.0493 -5.1645 4.9175
S 12.8477 -4.0920 5.1750
O 11.9025 -4.2033 4.0862
O 12.4600 -4.1650 6.5645
O 13.7238 -2.7354 4.9511
H 15.5321 -3.0327 5.8715
H 15.6327 -2.3607 4.2201
H 16.0865 -5.0021 4.5309
H 14.9831 -4.4944 3.2222
```

2S+1: 1
Charge: +1
Calculated total energy (eV): -228515.5603
Molar mass (g mol⁻¹): 1599.52
Maximum force (Eh/bohr): 0.20623

Löwdin population analysis, charges in e, atoms 1 to 2:
1. C 0.054
2. C -0.074